Below is a cluster of 4 separate species, C8H24O4 in total at a distorted geometry, with properties calculated with the ωB97M-V functional and the def2-TZVPD basis.

Calculated values
DFT total energy = -16872.659 eV
2S+1 = 2
Net charge = -1
Gap between HOMO and LUMO (spin up / spin down) = 2.4 / 10.1 eV
Energy relative to the best compared isomer or geometry (same formula, charge and spin) = 0.693 eV
LUMO energy (spin up / spin down) = 3.163 / 3.105 eV

Last column: natural (NBO) charge in e.
Element x y z (Å)
C1 1.36650 -2.18226 -3.94908  -0.616
C2 1.19875 -0.77841 -3.36161  -0.077
O1 0.28451 -0.98998 -2.25364  -0.755
H1 1.80156 -2.90894 -3.26296  0.202
H2 2.10061 -2.08901 -4.74938  0.186
H3 0.43713 -2.64883 -4.27572  0.208
H4 0.83224 -0.22608 -4.22688  0.152
H5 2.12460 -0.41059 -2.91933  0.171
H6 0.44047 -0.26661 -1.64207  0.505
C3 -2.63750 0.24076 1.39325  -0.733
C4 -3.54147 -1.03049 1.45668  -0.074
O2 -3.58801 -1.79123 0.24430  -0.733
H7 -3.32155 1.08934 1.38361  0.200
H8 -2.04941 0.40305 0.48998  0.225
H9 -1.88498 0.25368 2.18169  0.226
H10 -4.58355 -0.78778 1.66469  0.161
H11 -3.20613 -1.64129 2.29487  0.153
H12 -2.77563 -2.30104 0.20267  0.464
C5 1.50063 -1.19347 2.97524  -0.637
C6 1.19737 0.11899 3.58112  -0.418
O3 0.52813 0.78869 2.56075  -0.964
H13 0.65894 -1.88559 3.00033  0.196
H14 2.25011 -1.68845 3.59280  0.183
H15 1.88920 -1.09091 1.96203  0.205
H16 2.14118 0.62871 3.77482  0.149
H17 0.56900 -0.05759 4.45408  0.152
H18 0.02821 1.42407 3.07842  0.352
C7 0.45057 2.67138 -2.01344  -0.639
C8 0.94504 2.43037 -0.59933  -0.119
O4 0.82041 1.00866 -0.37921  -0.792
H19 -0.62881 2.52027 -1.99928  0.214
H20 0.94730 2.09787 -2.79603  0.209
H21 0.48483 3.74985 -2.16778  0.202
H22 0.41711 2.95048 0.19997  0.173
H23 1.98361 2.73265 -0.46482  0.151
H24 0.81911 0.85976 0.56918  0.517